1.
C15H9Cl2F3NO5S3 | ωB97M-V with the def2-TZVPD basis set

```
! RIJCOSX wB97M-V def2-TZVPD def2/J DEFGRID3
* xyz -1 1
Cl 6.4414 -1.3619 -2.4507
C 5.2884 -1.5105 -1.2086
C 3.9347 -1.6120 -1.5553
C 2.9652 -1.6691 -0.5453
C 3.3925 -1.5719 0.7728
S 2.1422 -1.5076 2.0829
C 0.7462 -0.4587 1.4812
Cl 0.1474 0.3227 2.8757
O 1.5208 -2.8219 2.1610
O 2.8422 -0.9321 3.2146
C 4.7366 -1.4952 1.1433
C 5.6991 -1.4473 0.1276
H 3.6345 -1.6345 -2.5977
H 1.9044 -1.8240 -0.7662
H 1.0295 0.2243 0.6812
H 5.0075 -1.5129 2.1980
H 6.7507 -1.3447 0.3866
F -5.0887 4.0234 -2.1146
C -3.8866 4.5849 -1.8288
F -3.0675 4.4864 -2.9133
F -4.1166 5.9072 -1.5812
S -2.8141 3.8708 -0.4366
N -3.5749 2.2362 -0.2289
C -3.5071 1.2933 -1.3108
O -3.7185 1.5707 -2.4691
C -3.0831 -0.0074 -0.7323
C -2.9289 0.0786 0.6370
C -2.2053 -0.8457 1.3788
C -1.2825 -1.5429 0.6301
C -1.5201 -1.8758 -0.6892
C -2.4553 -1.0944 -1.3920
S -3.0702 1.6794 1.2779
O -1.7974 2.3346 1.5173
O -4.0695 1.6806 2.3019
H -2.2582 -0.7854 2.4602
H -0.1381 -1.4452 1.0704
H -0.9683 -2.7016 -1.1342
H -2.6326 -1.2905 -2.4438
*
```

Kohn-Sham gap = 0.230 Ha
HOMO energy = -3.8 eV
calculated total energy = -3422.3928 a.u.

---

2.
C15H9ClN2O2S | ωB97M-V with the def2-TZVPD basis set

```
! RIJCOSX wB97M-V def2-TZVPD def2/J DEFGRID3
* xyz 0 1
O -0.4299 -3.5203 1.2747
S 0.1425 -2.3399 0.6158
O 0.7202 -2.6044 -0.7280
N -1.1990 -1.2383 0.4887
C -0.7023 -0.1176 -0.1615
C 0.3998 0.5951 0.2404
C 0.7949 1.7640 -0.4410
C 0.0965 2.1161 -1.5939
C -0.9067 1.3036 -2.0928
C -1.5956 1.6441 -3.3476
C -2.4576 0.7130 -3.9346
C -2.8273 -0.4245 -3.1341
N -2.2478 -0.6927 -1.9467
C -1.3098 0.1434 -1.4410
C 1.1425 0.0695 1.3543
C 1.6992 0.8503 2.3840
C 2.3453 0.4730 3.5518
Cl 2.9411 1.6260 4.7638
C 2.3417 -0.9054 3.7990
C 1.6046 -1.8272 2.9483
C 1.0262 -1.3297 1.7643
H -1.8469 -1.7473 -0.1138
H 1.6196 2.4333 -0.0583
H 0.6153 2.8812 -2.1524
H -1.4000 2.5911 -3.8168
H -2.8989 0.9836 -4.8891
H -3.5340 -1.2211 -3.5672
H 1.6165 1.8843 2.2033
H 2.7633 -1.2381 4.7375
H 1.4866 -2.8650 3.2930
*
```

Kohn-Sham gap = 0.292 Ha
HOMO energy = -8.6 eV
calculated total energy = -1695.3381 a.u.

---

3.
C15H9I2N3O5W | ωB97M-V with the def2-TZVPD basis set

```
! RIJCOSX wB97M-V def2-TZVPD def2/J DEFGRID3
* xyz 2 3
W 0.2118 -0.5768 0.0943
C 1.9900 2.7974 -0.2076
C 2.3091 1.5908 -1.0050
N 1.7007 0.3954 -0.9421
C 2.3359 -0.4472 -1.8584
C 3.3159 0.2463 -2.4792
N 3.2703 1.5058 -1.9284
C 4.3514 -0.0335 -3.5373
O 4.3839 -1.2378 -4.0582
O 5.0596 0.8774 -3.8516
C 1.8316 -1.8236 -1.9557
O 2.2422 -2.6692 -2.6812
O 0.7955 -2.0007 -1.0716
H 1.2286 2.5777 0.5383
H 1.6296 3.5964 -0.8571
H 2.8834 3.1537 0.3060
H 3.9170 2.2359 -2.2172
H 3.7346 -1.8649 -3.6875
I 0.2272 -1.8070 4.9140
C -1.2798 -1.2874 3.6201
C -2.6288 -1.4910 3.9751
C -3.6754 -1.1307 3.1569
I -5.6121 -1.4210 3.8235
C -3.4091 -0.5534 1.8791
C -4.3692 -0.0909 0.9644
C -3.9906 0.4924 -0.2329
C -2.6509 0.5729 -0.5626
N -1.6977 0.1452 0.2802
C -2.0587 -0.3773 1.5168
C -1.0050 -0.7066 2.3969
O 0.2643 -0.3754 1.9632
H -2.8368 -1.9299 4.9416
H -5.4197 -0.1864 1.2099
H -4.7288 0.8599 -0.9304
H -2.3197 0.9634 -1.5163
*
```

Kohn-Sham gap (alpha / beta) = 0.218 / 0.232 Ha
HOMO energy (alpha / beta) = -14.9 / -14.9 eV
calculated total energy = -1779.4276 a.u.

---

4.
C15H9NO3S | ωB97M-V with the def2-TZVPD basis set

```
! RIJCOSX wB97M-V def2-TZVPD def2/J DEFGRID3
* xyz 0 1
O -1.4324 -6.0756 1.1243
C -0.5836 -5.1937 1.0286
O 0.7774 -5.3452 0.9458
C 1.4472 -4.2239 0.3309
C 0.3455 -3.1624 0.5267
C 0.3682 -1.7696 0.3579
C -0.7558 -0.9736 0.4247
C -0.6278 0.3964 0.0864
C -1.5548 1.4175 0.1734
C -1.0277 2.7219 -0.2317
C 0.2708 2.7389 -0.5509
C 1.0528 3.9757 -1.0510
C 0.5975 5.2753 -1.1393
N 1.5990 6.1737 -1.4744
C 2.6378 5.3326 -1.4458
O 2.3313 4.0014 -1.3899
S 0.9393 1.1490 -0.4988
C -1.9513 -1.6128 0.9536
C -1.9204 -2.9795 1.1270
C -0.7915 -3.7279 0.8720
H 2.2667 -4.0804 0.9089
H 1.7405 -4.3723 -0.7694
H 1.2794 -1.2589 -0.0157
H -2.6646 1.2271 0.3909
H -1.7410 3.6282 -0.3009
H -0.3848 5.6184 -0.7807
H 3.5239 5.7192 -1.9950
H -2.8691 -1.1105 1.0434
H -2.8725 -3.4891 1.3489
*
```

Kohn-Sham gap = 0.284 Ha
HOMO energy = -8.4 eV
calculated total energy = -1255.6033 a.u.
energy relative to the best compared isomer or geometry (same formula, charge and spin) = 127.2 kJ/mol

---

5.
C16H10BrN2ORuTe4 | ωB97M-V with the def2-TZVPD basis set

```
! RIJCOSX wB97M-V def2-TZVPD def2/J DEFGRID3
* xyz 0 2
Ru -0.1033 -1.3302 -0.9862
Br 4.2175 4.4214 -2.9387
C 3.1383 2.8727 -2.7780
C 3.0719 1.9639 -3.8571
C 2.3041 0.8448 -3.7657
C 1.5572 0.5351 -2.5884
O 0.8845 -0.5523 -2.5873
C 1.6221 1.4745 -1.5116
C 0.8720 1.3775 -0.3148
N 0.0935 0.4078 0.0562
C -0.5859 0.4546 1.2949
C -0.6324 1.5193 2.1606
C -1.3477 1.4324 3.3686
C -2.0332 0.3006 3.7032
C -2.0297 -0.8056 2.8264
C -2.7616 -1.9902 3.0734
C -2.7480 -2.9870 2.1492
C -1.9787 -2.8310 0.9799
N -1.2520 -1.7665 0.7380
C -1.2893 -0.7303 1.6325
C 2.4292 2.6389 -1.6462
H 3.6381 2.1666 -4.7564
H 2.2432 0.1361 -4.5802
H 0.9774 2.2284 0.3533
H -0.1314 2.4485 1.9317
H -1.3570 2.2880 4.0304
H -2.5965 0.2407 4.6254
H -3.3371 -2.0755 3.9868
H -3.3126 -3.8982 2.2851
H -1.9711 -3.6061 0.2278
H 2.4701 3.3431 -0.8243
Te -2.4777 -1.3076 -2.2229
Te -0.7213 -3.1652 -3.0465
Te 0.7216 -4.0025 -0.8110
Te 2.4258 -2.0469 -0.2082
*
```

Kohn-Sham gap (alpha / beta) = 0.219 / 0.194 Ha
HOMO energy (alpha / beta) = -7.0 / -6.9 eV
calculated total energy = -4541.5293 a.u.

---

6.
C16H10BrN2OS3Sn | ωB97M-V with the def2-TZVPD basis set

```
! RIJCOSX wB97M-V def2-TZVPD def2/J DEFGRID3
* xyz -1 1
Sn 0.3970 1.2343 -4.7889
S -1.7163 2.6423 -4.5551
C -1.9232 1.7197 -3.1294
S -1.1812 0.1882 -3.0710
C -2.6527 2.1070 -2.0431
C -2.6431 1.3902 -0.8262
N -2.5969 0.8586 0.2114
C -3.3563 3.3649 -1.9196
N -4.0348 4.3239 -1.8771
Br -0.2863 -0.3691 -6.5592
O 2.4806 -2.5332 -0.2245
S 1.2503 -1.6813 -0.4815
C 1.6574 -0.0443 0.1503
C 0.9664 1.1387 -0.2451
C 1.4146 2.3440 0.2745
C 2.6148 2.4049 0.9381
C 3.2685 1.2690 1.2793
C 2.8456 0.0168 0.8468
C 0.1620 -2.1521 0.8590
C -1.2296 -1.8279 0.8723
C -2.0170 -2.2155 1.9476
C -1.3536 -2.9395 3.0156
C -0.0066 -3.1907 2.9510
C 0.7776 -2.8111 1.9001
H 0.1002 1.1517 -0.8910
H 0.9444 3.2891 0.0155
H 2.9811 3.3934 1.1220
H 4.2431 1.2765 1.7622
H 3.3672 -0.8614 1.0488
H -1.6784 -1.2681 0.1037
H -3.0554 -1.9785 1.9854
H -1.9466 -3.3078 3.8675
H 0.4076 -3.8927 3.6585
H 1.7996 -3.0400 1.8020
*
```

Kohn-Sham gap = 0.291 Ha
HOMO energy = -5.3 eV
calculated total energy = -4783.4528 a.u.

---

7.
C16H10N3O2S5Tl | ωB97M-V with the def2-TZVPD basis set

```
! RIJCOSX wB97M-V def2-TZVPD def2/J DEFGRID3
* xyz 0 1
Tl -0.3237 0.4613 -1.0863
O 3.0474 -0.6294 3.3848
C 3.7249 0.2994 2.6903
C 4.9381 0.7317 3.2292
C 5.6978 1.6766 2.5750
C 5.2718 2.2209 1.3634
C 4.0754 1.8016 0.8271
C 3.2816 0.8436 1.4708
C 2.0082 0.4635 0.8355
O 1.6906 1.0042 -0.2690
N 1.2706 -0.4610 1.4724
N 0.1252 -0.7411 0.8233
C -0.6955 -1.5970 1.2902
C -1.9441 -1.8814 0.5680
C -2.8888 -2.7619 1.0737
C -4.0495 -2.9743 0.3454
C -4.2289 -2.3100 -0.8568
C -3.2305 -1.4504 -1.2923
N -2.1217 -1.2483 -0.5934
H 2.2276 -0.8340 2.8822
H 5.2558 0.3010 4.1692
H 6.6360 1.9969 3.0103
H 5.8708 2.9617 0.8526
H 3.7157 2.2084 -0.1074
H -0.4778 -2.1122 2.2213
H -2.7153 -3.2633 2.0163
H -4.8066 -3.6527 0.7154
H -5.1202 -2.4496 -1.4512
H -3.3152 -0.9088 -2.2279
S -5.3946 1.9813 -5.7850
C -4.1314 1.7678 -4.7706
S -3.9807 2.5559 -3.2368
C -2.4490 1.8563 -2.7502
C -1.8928 0.9963 -3.6274
S -0.3967 0.0696 -3.4971
S -2.7956 0.7172 -5.1043
S -1.8790 2.3602 -1.1606
*
```

Kohn-Sham gap = 0.232 Ha
HOMO energy = -7.7 eV
calculated total energy = -3093.9041 a.u.
energy relative to the best compared isomer or geometry (same formula, charge and spin) = 0.0 kJ/mol